[1]
Formula: C4H9NO
Source: the Open Molecules 2025 dataset
Level of theory: wB97M-V/def2-TZVPD

The calculation puts the HOMO-LUMO gap at 10.05 eV. The HOMO energy comes out at -9.31 eV. The structure (SMILES) is C=CN=C.CO. The energy relative to the best compared isomer or geometry (same formula, charge and spin) is 292.9 kJ/mol. Its spin multiplicity is 1.

Last column: natural (NBO) charge in e.
Positions of all 15 atoms, in Å:
C (-0.993, 0.473, -1.621)  -0.046
C (-1.047, 0.578, -2.968)  -0.446
C (0.276, -1.431, -1.247)  -0.058
N (0.044, -0.190, -0.931)  -0.415
H (-1.726, 1.048, -1.065)  0.205
H (-0.211, 0.161, -3.535)  0.196
H (-1.850, 1.083, -3.484)  0.210
H (1.076, -1.972, -0.731)  0.189
H (-0.461, -1.921, -1.912)  0.166
C (0.792, 0.273, 2.231)  -0.247
O (0.609, 0.240, 3.654)  -0.733
H (1.619, -0.410, 1.944)  0.159
H (-0.142, 0.003, 1.723)  0.191
H (1.060, 1.286, 1.907)  0.166
H (1.283, 0.769, 4.072)  0.462

[2]
Formula: C4H9NO
Source: the Open Molecules 2025 dataset
Level of theory: wB97M-V/def2-TZVPD

The calculation puts the HOMO-LUMO gap at 9.16 eV. The HOMO energy comes out at -8.22 eV. The structure (SMILES) is C=CN.C=CO. The energy relative to the best compared isomer or geometry (same formula, charge and spin) is 308.3 kJ/mol. Its spin multiplicity is 1.

Last column: natural (NBO) charge in e.
Positions of all 15 atoms, in Å:
C (2.946, -0.271, -0.064)  -0.585
C (1.957, 0.209, -0.822)  0.013
N (1.577, 1.521, -0.880)  -0.807
H (3.936, 0.080, 0.210)  0.219
H (3.090, -1.351, -0.110)  0.193
H (1.564, -0.378, -1.643)  0.193
H (1.959, 2.153, -0.203)  0.386
H (1.115, 1.905, -1.679)  0.391
C (-3.571, -0.249, 1.043)  -0.524
C (-2.414, -0.849, 0.813)  0.145
O (-1.629, -0.470, -0.253)  -0.703
H (-4.066, -0.433, 1.987)  0.218
H (-3.811, 0.481, 0.279)  0.214
H (-1.941, -1.630, 1.411)  0.164
H (-0.714, -0.719, -0.089)  0.484

[3]
Formula: C4H9NO
Source: the Open Molecules 2025 dataset
Level of theory: wB97M-V/def2-TZVPD

The calculation puts the HOMO-LUMO gap at 9.61 eV. The HOMO energy comes out at -8.58 eV. The structure (SMILES) is CN(C)CC=O. The energy relative to the best compared isomer or geometry (same formula, charge and spin) is 189.2 kJ/mol. Its spin multiplicity is 1.

Last column: natural (NBO) charge in e.
Positions of all 15 atoms, in Å:
C (-0.534, 1.240, 0.669)  -0.409
N (-0.001, -0.061, 0.343)  -0.438
C (1.035, -0.467, 1.264)  -0.402
C (0.243, -0.277, -1.073)  -0.321
C (-1.050, -0.864, -1.633)  0.444
O (-1.320, -2.036, -1.554)  -0.506
H (0.245, 2.025, 0.718)  0.165
H (-1.032, 1.189, 1.643)  0.203
H (-1.279, 1.542, -0.073)  0.197
H (0.587, -0.618, 2.252)  0.200
H (1.469, -1.420, 0.952)  0.207
H (1.844, 0.280, 1.375)  0.163
H (1.031, -1.025, -1.202)  0.220
H (0.540, 0.640, -1.614)  0.177
H (-1.779, -0.146, -2.067)  0.100

[4]
Formula: C4H9NO
Source: the Open Molecules 2025 dataset
Level of theory: wB97M-V/def2-TZVPD

The calculation puts the HOMO-LUMO gap at 10.57 eV. The HOMO energy comes out at -9.75 eV. The structure (SMILES) is CCNC(C)=O. The energy relative to the best compared isomer or geometry (same formula, charge and spin) is 295.0 kJ/mol. Its spin multiplicity is 1.

Last column: natural (NBO) charge in e.
Positions of all 15 atoms, in Å:
C (-1.446, -1.358, 0.712)  -0.580
C (-1.472, 0.074, 0.166)  -0.241
C (0.813, 0.377, -0.728)  0.654
C (2.190, 0.889, -0.464)  -0.707
H (-0.903, -1.884, 0.161)  0.191
H (-2.507, -2.101, 0.698)  0.200
H (-0.947, -1.388, 1.718)  0.209
H (-1.612, 0.148, -1.047)  0.225
H (-2.108, 0.806, 0.849)  0.195
H (-0.298, 1.659, 0.483)  0.389
H (2.311, 1.674, 0.297)  0.235
H (2.796, -0.214, -0.031)  0.244
H (2.821, 0.993, -1.422)  0.252
N (-0.135, 0.703, 0.269)  -0.659
O (0.498, -0.378, -1.660)  -0.607

[5]
Formula: C4H9NO
Source: the Open Molecules 2025 dataset
Level of theory: wB97M-V/def2-TZVPD

The calculation puts the HOMO-LUMO gap at 10.44 eV. The HOMO energy comes out at -9.51 eV. The structure (SMILES) is C1CN2C[C@@H]12.O. The energy relative to the best compared isomer or geometry (same formula, charge and spin) is 378.7 kJ/mol. Its spin multiplicity is 1.

Last column: natural (NBO) charge in e.
Positions of all 15 atoms, in Å:
O (-1.832, -1.967, -0.744)  -0.930
C (-0.406, -0.208, 0.676)  -0.443
C (-0.244, 1.305, 0.627)  -0.226
N (0.778, 1.298, -0.442)  -0.379
C (1.800, 0.297, -0.128)  -0.274
C (0.499, -0.140, -0.670)  -0.152
H (-2.375, -1.187, -0.909)  0.460
H (0.166, -0.773, 1.415)  0.210
H (-1.440, -0.509, 0.866)  0.243
H (-1.150, 1.725, 0.168)  0.192
H (-0.004, 1.849, 1.541)  0.189
H (2.688, 0.386, -0.747)  0.218
H (2.002, -0.001, 0.899)  0.192
H (-0.940, -1.608, -0.831)  0.473
H (0.459, -0.468, -1.719)  0.227

[6]
Formula: C4H9NO
Source: the Open Molecules 2025 dataset
Level of theory: wB97M-V/def2-TZVPD

The calculation puts the HOMO-LUMO gap at 9.85 eV. The HOMO energy comes out at -9.02 eV. The energy relative to the best compared isomer or geometry (same formula, charge and spin) is 404.9 kJ/mol. Its spin multiplicity is 1.

Last column: natural (NBO) charge in e.
Positions of all 15 atoms, in Å:
C (1.274, -0.097, -1.104)  -0.592
C (0.319, 0.812, -0.282)  -0.268
C (-1.077, 0.407, 0.220)  -0.098
C (0.139, 0.376, 1.133)  0.080
H (1.290, -1.155, -0.640)  0.184
H (1.161, -0.033, -2.212)  0.243
H (2.296, 0.409, -0.850)  0.218
H (0.500, 1.887, -0.438)  0.226
H (-1.793, 1.205, 0.449)  0.184
H (-2.303, -0.681, -0.947)  0.354
H (-2.233, -1.338, 0.534)  0.367
H (0.015, 1.154, 2.028)  0.179
H (1.469, -1.178, 0.683)  0.445
N (-1.672, -0.888, -0.168)  -0.836
O (0.616, -0.880, 1.595)  -0.687

[7]
Formula: C4H9NO
Source: the Open Molecules 2025 dataset
Level of theory: wB97M-V/def2-TZVPD

The calculation puts the HOMO-LUMO gap at 10.53 eV. The HOMO energy comes out at -9.58 eV. The structure (SMILES) is CC(C)NC=O. The energy relative to the best compared isomer or geometry (same formula, charge and spin) is 214.9 kJ/mol. Its spin multiplicity is 1.

Last column: natural (NBO) charge in e.
Positions of all 15 atoms, in Å:
C (-1.487, 0.130, 1.026)  -0.684
C (-0.198, -0.294, 0.327)  -0.026
C (-0.484, -0.253, -1.362)  -0.682
N (0.926, 0.541, 0.622)  -0.621
C (2.145, 0.175, 0.162)  0.529
O (2.374, -0.897, -0.366)  -0.612
H (-1.985, -0.593, 1.693)  0.225
H (-1.767, 0.083, -0.038)  0.268
H (-1.556, 1.152, 1.432)  0.208
H (0.035, -1.337, 0.536)  0.223
H (0.369, -0.760, -1.801)  0.238
H (-0.530, 0.775, -1.778)  0.206
H (-1.393, -0.759, -1.780)  0.214
H (0.773, 1.458, 1.020)  0.402
H (2.910, 0.952, 0.312)  0.112

[8]
Formula: C4H9NO
Source: the Open Molecules 2025 dataset
Level of theory: wB97M-V/def2-TZVPD

The calculation puts the HOMO-LUMO gap at 9.92 eV. The HOMO energy comes out at -8.96 eV. The structure (SMILES) is C[C@H]1OC[C@H]1N. The energy relative to the best compared isomer or geometry (same formula, charge and spin) is 285.5 kJ/mol. Its spin multiplicity is 1.

Last column: natural (NBO) charge in e.
Positions of all 15 atoms, in Å:
C (-1.629, 0.494, -0.228)  -0.637
C (-0.708, -0.381, 0.564)  0.080
C (0.941, -1.278, -0.323)  -0.073
C (0.693, -0.013, 0.486)  -0.092
H (-2.680, 0.164, -0.154)  0.219
H (-1.741, 1.450, 0.192)  0.225
H (-1.359, 0.707, -1.252)  0.212
H (-1.026, -0.658, 1.536)  0.185
H (1.172, -1.182, -1.354)  0.171
H (1.674, -1.887, 0.322)  0.162
H (1.219, 0.077, 1.428)  0.193
H (1.990, 1.693, 0.211)  0.381
H (0.866, 1.199, -1.147)  0.363
N (0.996, 1.232, -0.125)  -0.855
O (-0.406, -1.618, -0.157)  -0.534